[1]
16
Properties=species:S:1:pos:R:3 method="wB97M-V/def2-TZVPD" e_homo_ha=-0.4545 relative_energy_kj_mol=309.25 charge=+1
C 1.4635 -0.1278 -1.0747
C 2.2286 -0.9413 -2.0560
C -2.6114 0.6761 1.3215
N 0.6189 -0.5666 -0.2291
N 0.0167 0.0532 0.7488
N -1.8515 0.4872 2.3189
I -3.8845 2.3649 1.0402
H 1.7828 0.9754 -0.9216
H 3.3244 -0.8912 -1.6417
H 2.2198 -0.6855 -3.1423
H 1.9336 -1.9506 -2.1627
H -2.7696 -0.0078 0.4702
H 0.0779 1.0742 0.5048
H -0.8422 0.0372 1.9273
H -2.0826 1.1119 3.1434
H 0.3755 -1.6094 -0.2471

[2]
19
Properties=species:S:1:pos:R:3 method="wB97M-V/def2-TZVPD" e_homo_ha=-0.3122 relative_energy_kj_mol=42.00 charge=0
C -0.0901 2.1940 1.0586
C -0.5980 0.8179 1.2074
I 0.2876 -0.4583 2.8034
N -1.4605 0.3119 0.5087
N -2.2095 -0.7461 0.6270
N -3.4167 -0.7656 -0.1493
H 0.5151 2.4863 0.0849
H -0.8624 2.8905 1.0338
H 0.4839 2.4013 1.9259
H -1.7064 -1.7139 0.6755
H -3.1847 -0.8441 -1.1617
H -3.8723 0.1091 -0.0022
N 3.2633 -0.3317 -1.8636
O 1.9777 -0.9133 -2.0321
C 1.4001 -1.4052 -0.9398
O 0.2886 -1.8637 -0.9140
H 3.9021 -1.1201 -1.6437
H 3.2130 0.4396 -1.1653
H 2.0692 -1.4885 -0.0538

[3]
13
Properties=species:S:1:pos:R:3 method="wB97M-V/def2-TZVPD" e_homo_ha=-0.2696 relative_energy_kj_mol=692.79 charge=0
C 1.2994 -0.1502 -0.4044
C 0.2333 0.4473 -1.1895
C -0.7759 1.2109 -0.3616
N -0.4288 -1.1440 1.4082
H 1.9330 -0.7806 -1.0277
H 0.5682 -0.7602 0.5625
H 1.8347 0.5331 0.2516
H 0.1855 0.7425 -2.2212
H -0.8363 0.0147 -0.6329
H -1.8506 1.2930 -0.2323
H -0.2519 1.4964 0.5378
H -1.3457 -1.3051 1.0052
H -0.5649 -1.5978 2.3044

[4]
13
Properties=species:S:1:pos:R:3 method="wB97M-V/def2-TZVPD" e_homo_ha=-0.3425 relative_energy_kj_mol=162.16 charge=0
C -0.3477 -1.2050 1.0844
C -0.6162 -2.4383 1.5081
H -0.0439 -0.9006 0.0888
H -0.4660 -0.3281 1.7127
H -0.8914 -3.3124 0.9367
H -0.6679 -2.6063 2.5832
C 1.0109 1.5470 -1.3183
N -0.2665 1.4023 -0.6190
H 0.9508 2.0823 -2.2788
H 1.6608 2.0362 -0.5996
H 1.3859 0.5295 -1.5090
H -0.9471 0.9438 -1.2248
H -0.7617 2.2495 -0.3643

[5]
14
Properties=species:S:1:pos:R:3 method="wB97M-V/def2-TZVPD" e_homo_ha=-0.5691 relative_energy_kj_mol=37.41 charge=+1
C 1.3370 -1.2521 1.0122
C 0.9874 -0.6412 -0.3388
N 0.0669 0.5495 -0.1996
C -1.2273 0.5774 -0.1588
N -2.0067 1.5525 -0.5775
H 0.8129 -2.1998 1.1272
H 2.4002 -1.4562 1.0863
H 1.0424 -0.6135 1.8271
H 1.8240 -0.1339 -0.7924
H 0.5208 -1.3126 -1.0560
H 0.5992 1.3605 -0.4722
H -1.7112 -0.3768 0.0203
H -3.0097 1.5266 -0.5277
H -1.6357 2.4196 -0.9501

[6]
14
Properties=species:S:1:pos:R:3 method="wB97M-V/def2-TZVPD" e_homo_ha=-0.5036 relative_energy_kj_mol=298.08 charge=+1
H 1.8598 -2.0893 -0.0759
N 2.0103 -1.0886 -0.0738
C 1.1929 -0.1758 0.0303
C 1.1224 1.3008 0.0579
C -0.5183 -0.7161 0.2852
N -1.6615 -0.0823 -0.3817
H 0.8758 1.5928 1.2201
H 2.0271 1.7183 -0.1279
H 0.3819 1.7779 -0.4763
H -0.6072 -1.8235 0.1123
H -0.7521 -0.8060 1.3976
H -2.5420 -0.6086 -0.4846
H -1.5027 0.1072 -1.3491
H -1.8862 0.8934 -0.1342

[7]
14
Properties=species:S:1:pos:R:3 method="wB97M-V/def2-TZVPD" e_homo_ha=-0.4859 relative_energy_kj_mol=227.93 charge=+1
C 1.3942 0.4714 -0.2569
C -1.1723 -1.1446 -0.0484
C -0.8881 0.1916 0.5051
N 2.4481 -0.2045 -0.0093
N -1.4708 1.2582 0.0168
H 1.5111 1.2738 -0.9938
H -0.3693 -1.8480 0.1447
H -2.0642 -1.5260 0.4575
H -1.3808 -1.1075 -1.1160
H -0.4908 0.2589 1.5095
H 3.3629 -0.0447 -0.4410
H 2.4329 -0.9613 0.6711
H -1.3972 2.1660 0.4503
H -1.9158 1.2167 -0.8897

[8]
14
Properties=species:S:1:pos:R:3 method="wB97M-V/def2-TZVPD" e_homo_ha=-0.4679 relative_energy_kj_mol=599.37 charge=+1
C -1.3136 -0.3105 -1.2598
C -1.2174 0.1492 0.1827
C -0.0027 0.3190 0.7386
N 3.6983 -0.2397 0.0096
N -2.5062 0.3532 0.7630
H -2.2359 0.0481 -1.7749
H -1.2906 -1.4094 -1.2578
H -0.4683 -0.0037 -1.8842
H 0.1351 0.9731 1.5203
H 3.7754 -0.7327 0.9489
H 4.4147 0.5866 -0.1392
H 2.7776 0.0369 -0.1881
H -3.1913 -0.4290 0.5911
H -2.5751 0.6590 1.7498

[9]
14
Properties=species:S:1:pos:R:3 method="wB97M-V/def2-TZVPD" e_homo_ha=-0.4698 relative_energy_kj_mol=183.01 charge=+1
C 1.9570 -1.0566 0.8319
N 1.2177 -1.1676 -0.1896
H 1.9699 -0.1006 1.3380
H 2.5620 -1.8641 1.2349
H 1.1057 -2.0382 -0.7001
H 0.5501 -0.3845 -0.4156
C -0.1776 1.4828 -0.0980
C -1.2465 0.9359 -0.6981
N -2.2440 0.1864 -0.1138
H -0.0323 1.4100 0.9794
H 0.4418 2.1630 -0.6538
H -1.3529 1.0047 -1.7757
H -2.1916 0.0517 0.8840
H -2.5592 -0.6228 -0.6234

[10]
14
Properties=species:S:1:pos:R:3 method="wB97M-V/def2-TZVPD" e_homo_ha=-0.4548 relative_energy_kj_mol=251.44 charge=+1
C -0.8370 1.1267 -0.4978
C -0.0128 -0.0082 -0.2668
N -0.1650 -1.0218 -1.3274
C 0.8392 -0.4108 0.7489
N 0.9556 0.2164 1.9689
H -1.8295 0.8092 0.1586
H -1.2147 1.4633 -1.5928
H -0.5962 2.1379 -0.0500
H 0.2552 -1.9884 -1.1351
H 0.2529 -0.6326 -2.1797
H -1.0532 -1.2674 -1.5593
H 1.4963 -1.3129 0.5789
H 0.4212 1.1433 2.3587
H 1.4880 -0.2547 2.7950

[11]
15
Properties=species:S:1:pos:R:3 method="wB97M-V/def2-TZVPD" e_homo_ha=-0.0928 relative_energy_kj_mol=78.66 charge=-1
N 1.8179 0.5142 -1.5889
C 0.6515 -0.3259 -1.2812
C -0.5557 0.4294 -0.7193
N -0.3389 0.8616 0.6295
C -0.4361 -0.2953 1.6498
O -1.3229 -1.2139 1.3743
H 1.5028 1.2831 -2.1781
H 2.0655 0.9514 -0.7027
H 0.9450 -1.0218 -0.4936
H 0.3528 -0.9019 -2.1585
H -1.4046 -0.2777 -0.7730
H -0.8265 1.2354 -1.4038
H -0.9057 1.6537 0.8883
H 0.6321 -0.6410 1.7033
H -0.6156 0.2741 2.5980

[12]
15
Properties=species:S:1:pos:R:3 method="wB97M-V/def2-TZVPD" e_homo_ha="-0.5191 / -0.5328" relative_energy_kj_mol=493.26 charge=+1
C 1.2290 0.1517 -2.0624
N 0.6984 0.1029 -0.7553
O 1.5262 -0.1535 0.2389
C -0.8938 0.3040 -0.3253
C -1.2588 0.2589 1.0836
N -0.3790 -0.6140 1.8595
H 1.5358 1.1738 -2.3068
H 0.5174 -0.1936 -2.8072
H 2.1241 -0.4748 -2.0677
H 0.9468 -0.3597 1.1010
H -1.5029 0.5341 -1.1737
H -2.3244 -0.0155 1.1432
H -1.1888 1.2807 1.4940
H -0.6189 -1.5928 1.7286
H -0.4110 -0.4021 2.8496

Copy entry 4 word for word.
13
Properties=species:S:1:pos:R:3 method="wB97M-V/def2-TZVPD" e_homo_ha=-0.3425 relative_energy_kj_mol=162.16 charge=0
C -0.3477 -1.2050 1.0844
C -0.6162 -2.4383 1.5081
H -0.0439 -0.9006 0.0888
H -0.4660 -0.3281 1.7127
H -0.8914 -3.3124 0.9367
H -0.6679 -2.6063 2.5832
C 1.0109 1.5470 -1.3183
N -0.2665 1.4023 -0.6190
H 0.9508 2.0823 -2.2788
H 1.6608 2.0362 -0.5996
H 1.3859 0.5295 -1.5090
H -0.9471 0.9438 -1.2248
H -0.7617 2.2495 -0.3643